No. 1
{"formula": "C9H15Cl2LaNdO6P", "method": "wB97M-V/def2-TZVPD", "multiplicity": 4, "total_charge": 4, "e_homo_ev": [-20.82, -20.88], "lumo_ev": [-15.24, -15.24], "species": ["La", "Nd", "Cl", "Cl", "C", "C", "C", "O", "O", "O", "C", "C", "O", "P", "O", "C", "C", "O", "C", "C", "H", "H", "H", "H", "H", "H", "H", "H", "H", "H", "H", "H", "H", "H", "H"], "positions_angstrom": [[-2.03328, -0.33097, -7.47421], [-0.31924, -0.89174, -1.60925], [-2.81976, -2.05830, -5.79012], [0.31999, 0.96020, -3.25543], [0.92569, 1.15103, -0.46613], [-0.15066, -1.31005, -6.55229], [-0.17922, 1.10410, -7.09117], [1.54803, 2.11383, -0.36135], [0.90947, -1.58518, -6.18552], [0.90629, 1.51647, -7.06229], [-1.74736, 3.61077, 2.37489], [-1.06538, 2.66528, 1.42223], [-1.97081, 1.51801, 1.30444], [-1.55918, 0.10216, 0.61753], [-1.82959, -1.05222, 1.73680], [-1.49144, -0.90859, 3.17555], [-0.00873, -0.97443, 3.44156], [1.07679, -1.95780, -0.52602], [1.92138, -2.65513, 0.36608], [3.17940, -1.87446, 0.66680], [-2.72924, 3.92966, 2.00506], [-1.10567, 4.49099, 2.45434], [-1.87582, 3.14143, 3.35848], [-0.94628, 3.11458, 0.42729], [-0.08745, 2.33490, 1.80360], [-1.92348, 0.01709, 3.56331], [-2.02978, -1.73052, 3.64022], [0.53063, -0.13650, 2.97714], [0.15951, -0.89077, 4.52600], [0.40837, -1.93528, 3.09588], [1.35447, -2.83768, 1.28458], [2.14381, -3.62812, -0.08163], [2.95311, -0.84645, 0.97998], [3.74088, -2.35795, 1.47358], [3.79458, -1.80837, -0.23994]], "forces_ev_per_a": [[-6.81, -0.81, -2.65], [2.57, -2.50, -0.68], [0.32, 0.42, -0.06], [-0.25, -0.26, -0.49], [2.59, 4.10, 0.45], [8.15, -2.93, 2.89], [8.66, 4.57, 0.80], [-2.18, -3.79, -0.25], [-4.63, 0.81, -1.34], [-5.61, -1.86, -0.17], [-0.03, 0.02, 0.08], [0.42, 1.91, 0.09], [1.24, -4.62, -1.89], [-3.37, 1.02, 7.02], [1.47, 2.78, -3.69], [-0.53, 0.23, 1.80], [0.28, -0.41, -0.46], [-2.38, 1.81, -1.51], [0.55, -0.56, 0.71], [0.15, 0.20, -0.34], [0.27, -0.09, -0.01], [-0.10, 0.01, 0.21], [0.13, 0.25, -0.19], [-0.09, -0.17, 0.22], [-0.43, -0.11, -0.03], [-0.08, -0.02, -0.38], [0.01, -0.11, -0.14], [-0.06, -0.09, -0.02], [-0.18, -0.09, -0.29], [-0.07, 0.44, 0.22], [-0.03, -0.04, -0.12], [0.04, 0.10, 0.07], [-0.06, -0.19, 0.09], [-0.02, 0.07, -0.27], [0.05, -0.07, 0.34]]}

***

No. 2
{"formula": "C9H15ClI2N2OPY", "method": "wB97M-V/def2-TZVPD", "total_charge": 2, "e_homo_ev": [-15.10, -15.07], "lumo_ev": [-12.13, -12.16], "species": ["I", "I", "Y", "P", "C", "C", "H", "H", "H", "C", "H", "H", "H", "H", "H", "H", "C", "O", "Cl", "N", "C", "C", "C", "N", "C", "C", "H", "H", "H", "H", "H", "H"], "positions_angstrom": [[1.76421, 1.82978, 1.29258], [-1.95198, -0.89520, -1.83671], [-0.26655, 0.37494, 0.01249], [-1.26898, 2.63494, -0.73966], [-0.52735, 3.34280, -2.19545], [-3.02155, 2.45330, -1.03214], [-1.41862, 3.35766, 1.54404], [-1.80374, 4.64128, 0.34461], [-0.09556, 4.17969, 0.68166], [-1.12895, 3.82184, 0.58968], [-3.48524, 1.88807, -0.21024], [-3.43346, 3.46087, -1.08065], [-1.03355, 4.29025, -2.40500], [-0.63918, 2.66551, -3.05576], [-3.20580, 1.90974, -1.96795], [0.54548, 3.52431, -2.03192], [1.07569, 0.46882, -1.65700], [1.77252, 0.46566, -2.48495], [-1.80122, 0.46103, 1.73776], [2.33083, -5.24496, 1.71489], [1.81602, -4.09062, 1.32872], [1.53566, -3.02361, 2.24949], [1.00049, -1.84575, 1.80431], [0.72395, -1.63374, 0.50337], [0.96913, -2.59344, -0.39592], [1.49518, -3.80772, -0.04224], [2.56078, -5.44641, 2.69285], [2.53076, -6.00636, 1.05921], [1.75937, -3.18131, 3.30334], [0.78932, -1.02333, 2.53762], [0.72507, -2.39794, -1.47518], [1.68726, -4.58010, -0.78583]], "forces_ev_per_a": [[0.78, 0.87, 0.04], [-0.45, -0.11, -0.84], [-1.21, -3.96, 4.41], [-1.16, 2.74, -0.60], [0.70, -0.22, -0.67], [-0.58, -0.71, -0.11], [-0.03, 0.22, -0.32], [-0.11, 0.16, 0.07], [-0.32, -0.03, -0.12], [0.39, 0.08, 0.69], [0.09, 0.29, -0.22], [-0.14, 0.13, 0.03], [0.00, 0.03, -0.02], [-0.04, 0.28, 0.22], [0.08, 0.27, 0.21], [-0.34, 0.06, -0.04], [0.32, 0.39, -0.61], [3.44, -0.05, -4.06], [-1.93, 0.43, 1.95], [0.44, -0.96, 0.36], [-0.63, 1.27, -0.59], [0.24, -0.67, 0.13], [-0.02, 0.02, 1.00], [0.12, 0.85, -0.12], [0.15, -1.25, -1.04], [0.32, -0.53, 0.30], [-0.22, 0.29, -0.65], [-0.20, 0.63, 0.33], [-0.06, 0.24, -0.19], [0.15, -0.90, -0.89], [0.29, -0.16, 1.28], [-0.09, 0.31, 0.03]]}

***

No. 3
{"formula": "C9H15IN2", "method": "wB97M-V/def2-TZVPD", "e_homo_ev": -7.60, "lumo_ev": -0.42, "species": ["C", "C", "C", "C", "C", "C", "C", "C", "C", "N", "N", "I", "H", "H", "H", "H", "H", "H", "H", "H", "H", "H", "H", "H", "H", "H", "H"], "positions_angstrom": [[-1.22376, 1.95245, 0.53102], [-0.07022, 0.09758, -1.15975], [0.01978, 2.77347, 0.36638], [0.05242, 4.24643, 0.10193], [0.58517, 2.49139, 1.80642], [0.01742, -4.39846, -1.00026], [-0.21590, -1.28276, -1.39911], [-0.29384, -3.42803, 0.13088], [0.15602, -2.01323, -0.09983], [0.69100, 0.92970, -0.84152], [1.01428, 2.08493, -0.50540], [-2.83145, 2.94311, 1.35090], [-0.71658, 4.79787, 0.63191], [-0.08367, 4.56982, -0.92951], [0.97766, 4.69483, 0.33654], [1.61954, 2.43035, 1.72470], [0.28319, 1.51489, 2.28490], [0.34155, 3.25916, 2.44097], [1.05080, -4.72759, -1.09336], [-0.34307, -3.79362, -1.88384], [-0.51990, -5.47517, -1.15460], [0.50641, -1.53809, -2.15570], [-1.26370, -1.53630, -1.59695], [-1.33635, -3.48468, 0.48733], [0.33505, -3.71354, 1.03562], [1.34115, -2.01685, -0.18943], [-0.09300, -1.37767, 0.77975]], "forces_ev_per_a": [[0.77, 0.69, -0.14], [0.62, 0.73, -1.19], [-0.28, -1.91, 0.53], [-1.04, 0.86, -0.90], [-1.39, -2.38, 0.01], [-1.96, -1.37, -2.10], [-1.46, -1.82, 1.67], [0.82, -1.56, 2.37], [3.11, 0.48, 0.02], [-0.88, 1.59, 0.12], [0.89, 0.85, -0.43], [0.00, 0.10, 0.07], [-0.12, -0.16, 0.45], [-0.20, -0.72, -0.34], [1.32, 0.17, 0.65], [1.85, 0.02, -0.43], [-0.03, 0.89, -0.64], [-0.88, 1.85, 1.65], [0.25, 0.76, -0.03], [0.85, -1.14, 0.18], [0.60, 2.73, 1.11], [-0.31, -0.27, -0.75], [0.25, 0.07, -0.78], [0.24, 0.07, -0.44], [-0.97, 0.01, -0.76], [-2.14, -0.06, 0.70], [0.08, -0.48, -0.60]]}

***

No. 4
{"formula": "C9H15IN5", "method": "wB97M-V/def2-TZVPD", "total_charge": 1, "e_homo_ev": -12.04, "lumo_ev": -3.66, "species": ["C", "C", "C", "C", "C", "C", "C", "C", "C", "N", "N", "N", "N", "N", "I", "H", "H", "H", "H", "H", "H", "H", "H", "H", "H", "H", "H", "H", "H", "H"], "positions_angstrom": [[-1.25365, 0.89383, -2.23946], [-0.33817, -0.19324, 0.11568], [-1.64652, 0.55234, -0.00134], [0.34733, -0.06250, -1.01656], [1.53462, -1.47873, 0.78626], [-2.15286, 0.69180, 2.45145], [-3.77199, 1.42825, 0.89304], [3.06251, -1.22559, -1.32847], [3.51871, 0.22501, -0.98857], [-2.00866, 1.02257, -1.17047], [0.03856, 0.41729, -2.15571], [0.18731, -1.03762, 1.07589], [-2.54295, 0.69211, 1.05172], [1.72010, -1.44648, -0.78543], [5.16210, 0.87865, -2.14061], [-1.76000, 1.25368, -3.20194], [2.20834, -0.66511, 1.21924], [1.75712, -2.57339, 1.35548], [-1.76148, 1.64199, 2.81766], [-2.83736, 0.25092, 3.06310], [-1.27253, 0.08176, 2.49970], [-4.12656, 1.16431, -0.18904], [-4.52832, 1.15149, 1.64613], [-3.66748, 2.51982, 0.93427], [3.63838, -1.96690, -0.84095], [3.11618, -1.37391, -2.49159], [2.70035, 0.85253, -1.26863], [3.87477, 0.37887, 0.04140], [-0.51566, -1.79549, 1.20856], [1.31782, -2.27826, -1.34083]], "forces_ev_per_a": [[0.88, 0.33, -0.39], [-1.31, 1.43, -0.20], [0.37, -0.70, 2.84], [0.79, -1.50, -1.38], [0.83, -1.19, 0.58], [3.65, 0.22, -1.85], [-1.52, -0.34, -3.18], [0.48, 1.73, -1.48], [0.44, -1.15, 0.08], [-0.37, -0.03, -0.72], [-1.08, 0.24, -1.07], [-1.43, -1.82, 1.16], [0.87, 0.33, -0.03], [-3.06, 0.29, -0.13], [0.22, -0.08, -0.27], [1.55, -0.68, 1.26], [-0.47, -1.36, -0.94], [-0.56, 3.11, -1.99], [-0.69, 0.40, -0.10], [-2.25, -0.83, 1.52], [0.52, -0.55, 0.37], [0.09, 0.70, 2.15], [0.51, -0.24, -0.37], [0.35, -0.17, 0.01], [1.21, -0.73, 0.17], [-0.49, 0.16, 2.29], [-0.37, 0.68, 0.15], [-0.60, -0.18, -0.37], [1.07, 0.46, 0.27], [0.34, 1.47, 1.59]]}

***

No. 5
{"formula": "C9H15IO3", "method": "wB97M-V/def2-TZVPD", "e_homo_ev": -9.13, "lumo_ev": 0.45, "smiles": "C=CC[C@H](CO)[C@@H](O)[C@@](O)(I)C=C", "species": ["C", "C", "C", "C", "C", "O", "C", "O", "C", "O", "I", "C", "C", "H", "H", "H", "H", "H", "H", "H", "H", "H", "H", "H", "H", "H", "H", "H"], "positions_angstrom": [[2.26079, -1.14422, -2.18153], [1.97083, -0.07038, -1.40721], [0.56526, 0.18394, -0.82063], [0.46706, 0.98524, 0.46789], [1.11989, 0.23902, 1.73989], [0.76122, 0.91772, 2.90627], [-0.98826, 1.51143, 0.69003], [-1.28552, 2.33180, -0.37861], [-2.05587, 0.39914, 0.89890], [-1.67486, -0.45649, 1.91423], [-4.08580, 1.15973, 1.32538], [-2.48019, -0.47516, -0.64292], [-2.76122, -1.74566, -0.48681], [3.16626, -1.25886, -2.72831], [1.49732, -1.92780, -2.23459], [2.49267, 0.81853, -1.28314], [-0.05013, 0.64984, -1.63223], [0.07769, -0.76115, -0.82765], [1.04153, 1.94385, 0.30663], [2.23197, 0.08667, 1.65525], [0.64156, -0.74053, 1.66877], [1.35347, 1.66309, 2.69983], [-0.91319, 2.09537, 1.58988], [-2.31682, 2.41255, -0.34770], [-0.88588, -0.06848, 2.36575], [-2.31530, 0.11394, -1.51227], [-3.37852, -2.37992, -1.23002], [-2.51840, -2.22928, 0.44123]], "forces_ev_per_a": [[-1.17, 1.36, 1.70], [-2.25, -1.51, -0.76], [0.47, -0.37, -1.62], [1.03, 0.22, 0.07], [-0.68, -1.00, -3.06], [1.19, 0.66, -0.06], [0.41, -1.14, 0.60], [-3.20, 0.55, -0.71], [0.35, -1.70, -2.72], [0.29, 0.42, -0.25], [0.40, 0.39, 0.05], [1.75, 1.19, 3.88], [-1.54, -1.32, -1.42], [0.56, -0.05, -0.23], [0.41, 0.14, -0.13], [2.00, 1.15, -0.15], [0.75, 0.40, 0.67], [-0.49, -1.07, 0.91], [-0.42, -0.70, 0.14], [-1.01, 0.29, -0.14], [0.42, -0.21, 0.57], [-0.74, 0.56, 1.44], [-0.38, 0.29, 0.77], [2.54, 0.18, -0.27], [-1.18, -0.24, -0.12], [-0.76, 0.50, -0.55], [1.64, 1.10, 0.88], [-0.38, -0.06, 0.51]]}

***

No. 6
{"formula": "C9H15ISi", "method": "wB97M-V/def2-TZVPD", "e_homo_ev": [-9.70, -6.06], "lumo_ev": [0.20, -3.43], "species": ["C", "C", "C", "C", "C", "C", "C", "C", "C", "Si", "I", "H", "H", "H", "H", "H", "H", "H", "H", "H", "H", "H", "H", "H", "H", "H"], "positions_angstrom": [[-1.69742, 2.40453, -1.32922], [-0.77473, 1.78312, -2.35168], [-0.32787, 0.18824, 2.99217], [-1.46826, -0.21632, 2.12447], [2.75563, -0.90707, 0.16556], [1.86553, -1.72515, -0.69247], [-1.19138, 1.05100, -1.07249], [-0.00885, -0.38424, 1.65999], [1.75572, -0.16840, -0.78587], [0.25643, 0.53172, 0.00926], [-1.62526, -5.40158, -1.86435], [-1.35922, 3.30616, -0.76303], [-2.72772, 2.51617, -1.51947], [-1.23305, 1.44105, -3.21127], [0.18198, 2.19527, -2.30121], [-0.29802, 1.29596, 3.13520], [-0.01819, -0.34302, 3.93763], [-2.13235, -1.11006, 2.28087], [-1.93361, 0.60979, 1.75341], [2.48951, -0.72199, 1.14188], [3.71821, -1.03066, -0.18463], [2.55061, -1.88056, -1.48010], [1.01568, -2.38750, -0.59282], [-2.03573, 0.27515, -1.18195], [0.19812, -1.46157, 1.83100], [2.04424, 0.13999, -1.70088]], "forces_ev_per_a": [[1.03, 2.01, 0.77], [-1.70, 0.10, 2.45], [0.14, 1.29, 2.00], [0.45, -2.80, 1.32], [-2.88, 0.52, -1.57], [0.11, 1.29, -0.80], [-0.69, -2.64, 0.26], [-1.02, -1.19, -0.88], [-0.87, -2.56, 2.87], [0.50, 1.00, 1.43], [0.01, 0.02, 0.01], [0.15, -1.03, -0.39], [-1.06, -0.21, -0.52], [-0.31, -0.45, -1.89], [1.46, 0.37, -0.55], [0.31, -1.00, -0.20], [-0.48, 0.34, -1.34], [0.98, 1.01, 0.01], [-1.57, 1.97, -1.17], [0.15, 0.13, 2.24], [2.12, 0.39, 0.13], [-0.15, -1.67, -1.37], [0.24, 0.04, 0.66], [1.45, 1.02, -0.08], [0.44, 0.67, -0.73], [1.21, 1.38, -2.67]]}

***

No. 7
{"formula": "C9H15N", "method": "wB97M-V/def2-TZVPD", "e_homo_ev": -8.28, "lumo_ev": 0.97, "species": ["C", "C", "C", "C", "C", "C", "C", "C", "C", "H", "H", "H", "H", "H", "H", "H", "H", "H", "H", "H", "H", "H", "H", "H", "N"], "positions_angstrom": [[-1.94812, 1.85200, 0.53570], [-1.12668, 0.57185, -1.31711], [-0.02236, -0.44212, -1.69576], [0.43689, -1.34946, -0.55189], [1.86941, -1.21979, -0.04848], [2.11367, -0.13440, 1.19607], [1.12743, 0.71197, 1.62327], [0.05241, 0.47433, 0.58211], [-0.45416, -1.00856, 0.67769], [-1.24719, 2.06888, 1.59671], [-2.70054, 1.08785, 0.64947], [-2.24890, 3.11011, 0.12807], [-1.29132, 1.12012, -2.26013], [-2.16990, -0.04925, -1.17560], [0.85410, -0.19325, -2.30942], [-0.50000, -0.99597, -2.45760], [0.15697, -2.28553, -1.08310], [2.08779, -2.20005, 0.55262], [2.71246, -1.00991, -0.83486], [2.81929, -0.55150, 1.73708], [1.29971, 1.28037, 2.48323], [0.88120, 0.49006, -0.19888], [-0.31430, -1.56562, 1.61565], [-1.61970, -1.12421, 0.69087], [-0.76819, 1.36206, -0.13569]], "forces_ev_per_a": [[3.70, 4.88, 2.67], [-0.89, -0.92, -1.36], [-0.07, 0.40, -0.35], [-2.11, -2.22, -0.89], [2.14, -0.07, 1.88], [-4.49, 0.01, -2.74], [1.77, -2.01, -2.33], [2.07, 0.57, 0.33], [-1.56, 0.42, -0.05], [-3.32, -0.16, -2.12], [-0.84, 0.23, 0.12], [0.43, -4.38, 1.12], [-0.19, 0.58, 0.68], [2.38, 1.30, -0.04], [0.04, 1.33, 0.57], [-0.92, -1.29, -0.69], [1.02, -0.66, 1.29], [0.01, 1.49, -1.44], [-1.72, -0.68, 1.22], [3.92, -0.95, 2.98], [-0.49, 0.86, 1.33], [-1.79, -0.09, 1.00], [1.13, 0.39, -0.30], [1.95, 0.40, -1.20], [-2.18, 0.57, -1.68]]}

***

No. 8
{"formula": "C9H15N2", "method": "wB97M-V/def2-TZVPD", "total_charge": 1, "e_homo_ev": -13.45, "lumo_ev": -2.90, "smiles": "C=C(CC)c1[nH]c(CC)c[nH+]1", "species": ["C", "C", "C", "C", "C", "N", "C", "C", "C", "C", "N", "H", "H", "H", "H", "H", "H", "H", "H", "H", "H", "H", "H", "H", "H", "H"], "positions_angstrom": [[-0.78081, 2.73400, 0.10899], [-1.32557, 1.56116, 0.34561], [-2.59021, 1.15709, 1.06362], [-3.43452, 0.10895, 0.21520], [-0.35046, 0.31710, -0.30573], [0.47724, -0.39033, 0.48474], [1.29238, -1.11016, -0.41441], [2.30422, -2.05144, -0.05353], [3.58977, -1.28836, 0.52201], [1.01180, -0.70792, -1.65838], [-0.00332, 0.21143, -1.59033], [-1.25245, 3.68937, 0.43678], [0.14355, 2.80617, -0.36705], [-2.31069, 0.77698, 2.07856], [-3.11246, 2.07911, 1.19310], [-3.67452, 0.56824, -0.79454], [-2.94567, -0.84890, -0.06873], [-4.41883, -0.02897, 0.59003], [0.33320, -0.47006, 1.47803], [1.98463, -2.75209, 0.74767], [2.75655, -2.53059, -1.00038], [3.33706, -0.36605, 1.02546], [4.21146, -1.08425, -0.31859], [4.16010, -1.88281, 1.24835], [1.21701, -1.02132, -2.60801], [-0.61944, 0.52366, -2.35849]], "forces_ev_per_a": [[-1.64, 1.21, 1.02], [1.52, -3.28, -1.46], [0.72, -1.66, -0.67], [0.91, 1.56, -1.69], [-2.16, 4.00, 2.35], [-0.63, -0.24, -3.11], [-0.04, 0.10, 0.40], [3.51, -1.06, 0.81], [-0.85, -0.83, 0.39], [-1.33, 0.77, 0.75], [-1.59, 0.16, 1.27], [0.33, -0.94, -0.21], [1.31, 0.24, -0.80], [-0.39, 0.12, -0.75], [-0.75, 0.46, 0.24], [0.52, -0.19, 0.97], [-0.14, 0.55, 0.82], [-0.59, -0.50, 0.87], [0.35, -0.12, 0.09], [0.00, 0.06, -0.96], [-1.39, 0.13, 1.62], [-0.17, 0.32, 0.05], [0.63, 0.42, -0.44], [-0.27, -0.08, -0.37], [1.35, -1.15, -1.90], [0.80, -0.05, 0.72]]}

***

Calculated values (eV) of electronic energy for the records, taken in order: -72287.9222; -53643.8708; -20649.4207; -25117.7167; -23815.3581; -25548.2328; -11058.9972; -12548.9542.
Calculated values (eV) of relative energy (zero: lowest compared OMol25 entry of this formula, charge and spin) for the records, taken in order: 0.182; 3.503; 6.061; 1.094; 1.280; 4.986; 7.468; 0.932.